(1)
{
  "formula": "C35H40ClIrN5OS7",
  "method": "ωB97M-V/def2-TZVPD",
  "gap_ev": [7.1513, 5.0115],
  "lumo_ev": [0.1, -2.2],
  "homo_ev": [-7.0, -7.2],
  "multiplicity": 6,
  "relative_energy_ev": 0.648,
  "charge": 0,
  "energy_ha": -5058.4928,
  "mol_weight_g_mol": 998.88,
  "elements": ["Ir", "C", "N", "C", "C", "N", "C", "C", "C", "C", "C", "C", "C", "S", "C", "C", "C", "C", "C", "C", "S", "H", "H", "H", "H", "H", "H", "H", "H", "H", "H", "H", "H", "H", "H", "H", "H", "H", "H", "S", "C", "S", "C", "C", "S", "S", "S", "C", "C", "C", "C", "C", "O", "C", "C", "C", "C", "C", "C", "Cl", "C", "C", "C", "N", "C", "N", "C", "N", "H", "H", "H", "H", "H", "H", "H", "H", "H", "H", "H", "H", "H", "H", "H", "H", "H", "H", "H", "H", "H", "H"],
  "coordinates": [[2.04615, 1.27582, -1.00513], [-0.14935, 0.51262, 1.32307], [1.19305, 1.07982, 1.39767], [1.09055, 2.44402, 1.94337], [2.29555, 3.31252, 1.61517], [2.32895, 3.62812, 0.18497], [3.63565, 4.17672, -0.19153], [1.32925, 4.59252, -0.21743], [1.13785, 5.78352, 0.47357], [0.26185, 6.75242, 0.01607], [-0.42415, 6.55892, -1.17283], [-0.24725, 5.38772, -1.87463], [0.60395, 4.38562, -1.39883], [0.64935, 2.90172, -2.29943], [2.06885, 0.26892, 2.22077], [1.61025, -0.35608, 3.37427], [2.45515, -1.09418, 4.18367], [3.79185, -1.23278, 3.84497], [4.26865, -0.62368, 2.70497], [3.42325, 0.12922, 1.88657], [4.12695, 0.87942, 0.48817], [-0.68095, 0.53652, 2.27967], [-0.08175, -0.51558, 0.97867], [-0.72495, 1.09692, 0.61127], [0.95875, 2.39452, 3.03297], [0.20805, 2.91602, 1.50187], [3.22065, 2.79522, 1.87437], [2.24575, 4.21582, 2.23427], [3.85675, 5.10302, 0.35077], [3.64925, 4.38882, -1.25903], [4.41175, 3.44682, 0.02957], [1.69565, 5.97752, 1.37897], [0.13795, 7.66792, 0.57547], [-1.09745, 7.31422, -1.54693], [-0.76625, 5.21422, -2.80553], [0.57785, -0.26748, 3.67167], [2.06855, -1.54498, 5.08587], [4.45515, -1.81278, 4.46927], [5.30645, -0.71918, 2.42387], [7.58535, -1.69958, -5.28433], [6.40395, -1.07318, -4.34723], [6.03755, 0.63242, -4.28233], [4.68495, 0.53362, -3.16533], [4.38665, -0.72938, -2.69543], [3.17215, -1.12408, -1.58253], [5.37915, -2.03978, -3.31593], [3.86795, 1.96652, -2.79203], [-5.36415, -1.78098, 1.24027], [-4.67545, -0.91138, 0.17527], [-5.74325, 0.03492, -0.40493], [-3.61845, -0.04728, 0.86397], [-4.09095, -1.79948, -0.97893], [-5.18755, -2.37228, -1.68723], [-3.20405, -3.00688, -0.58083], [-2.04425, -2.84258, 0.40367], [-0.98705, -3.91698, 0.26817], [0.28185, -3.69158, 0.79597], [1.27195, -4.65408, 0.72817], [0.99805, -5.86648, 0.11557], [2.22415, -7.08138, 0.02017], [-0.25165, -6.10868, -0.42713], [-1.23615, -5.13998, -0.34073], [-3.39985, -0.96778, -2.10803], [-1.97495, -0.81808, -2.02813], [-1.22175, 0.23742, -1.69453], [0.05705, -0.09848, -1.70653], [0.03545, -1.39498, -2.09083], [-1.16955, -1.84838, -2.29963], [-5.66625, -1.14488, 2.07087], [-4.70105, -2.54638, 1.63447], [-6.26265, -2.25728, 0.85007], [-6.35995, 0.42432, 0.40217], [-6.38355, -0.48878, -1.11013], [-5.29305, 0.88482, -0.91313], [-4.11445, 0.71552, 1.46077], [-2.99085, 0.45822, 0.13887], [-2.98975, -0.62828, 1.52857], [-5.67275, -2.94308, -1.08013], [-2.80115, -3.37378, -1.52733], [-3.86785, -3.78518, -0.19793], [-2.40765, -2.87358, 1.43727], [-1.55755, -1.87908, 0.26527], [0.50535, -2.74638, 1.27087], [2.24645, -4.46868, 1.14977], [-0.45935, -7.05188, -0.90683], [-2.20625, -5.35668, -0.76213], [-3.85995, 0.01462, -2.18763], [-3.61305, -1.52448, -3.02383], [-1.60575, 1.21622, -1.49103], [0.90595, -2.00718, -2.19213]],
  "forces_ev_per_angstrom": [[0.3, 0.6, -0.4], [-0.2, 0.0, 0.0], [0.0, -0.2, 0.0], [0.3, 0.4, -0.1], [-0.2, -0.2, 0.3], [0.0, 0.1, 0.1], [0.4, 0.0, -0.1], [-0.4, 0.1, -0.3], [0.1, 0.0, 0.1], [0.0, 0.1, 0.0], [0.0, 0.0, 0.1], [0.1, -0.1, 0.0], [0.1, 0.1, 0.2], [0.4, -1.3, 0.5], [0.6, -0.3, 0.1], [-0.1, 0.0, 0.1], [-0.1, 0.0, 0.1], [0.0, 0.0, 0.1], [-0.1, -0.1, 0.1], [-0.1, 0.1, -0.2], [0.0, 0.5, -0.5], [0.0, 0.0, 0.0], [-0.1, 0.0, 0.0], [0.0, 0.0, 0.0], [-0.1, 0.0, -0.1], [-0.1, 0.0, 0.1], [-0.1, 0.1, -0.1], [0.0, 0.0, -0.1], [-0.1, 0.0, 0.0], [0.0, 0.0, 0.0], [0.0, 0.0, 0.0], [0.0, 0.0, 0.0], [0.0, 0.1, 0.0], [-0.1, 0.1, 0.0], [-0.1, 0.0, -0.1], [-0.2, 0.0, 0.0], [0.0, -0.1, 0.0], [0.1, 0.0, 0.0], [0.1, 0.0, -0.1], [-0.1, 0.1, 0.1], [0.0, -0.1, 0.0], [-0.2, -0.4, 0.2], [0.1, 0.7, -0.2], [-0.4, -0.7, 0.4], [0.0, 0.3, -0.4], [0.1, 0.4, -0.1], [-0.1, -0.4, 0.2], [0.2, 0.1, -0.2], [-0.1, 0.0, -0.1], [0.1, -0.2, 0.0], [-0.1, -0.2, 0.0], [0.3, 0.0, 0.3], [-0.2, -0.1, -0.3], [0.0, 0.2, 0.1], [0.0, -0.1, -0.1], [0.0, 0.0, 0.0], [-0.1, -0.1, -0.1], [0.0, -0.1, 0.0], [-0.2, 0.2, 0.0], [0.2, -0.1, 0.0], [0.1, -0.1, 0.1], [0.0, 0.1, 0.0], [-0.9, -0.4, 0.0], [0.7, 0.6, 0.2], [0.0, 0.0, -0.1], [0.2, 0.4, 0.0], [-0.2, -0.1, 0.1], [0.0, -0.9, -0.4], [-0.1, 0.0, 0.1], [0.1, -0.1, 0.1], [-0.1, -0.1, 0.0], [0.0, 0.1, 0.1], [-0.1, 0.1, 0.0], [0.0, 0.1, -0.1], [0.0, 0.1, 0.1], [0.1, 0.1, 0.0], [0.2, -0.1, 0.1], [0.0, 0.0, -0.1], [-0.1, -0.1, 0.1], [-0.1, 0.0, 0.0], [0.0, 0.2, -0.1], [0.0, 0.1, 0.1], [0.0, 0.1, 0.1], [0.1, 0.0, 0.0], [0.0, -0.1, 0.0], [-0.1, 0.0, 0.0], [0.1, 0.0, 0.0], [0.1, 0.2, 0.1], [-0.1, 0.2, 0.1], [0.2, -0.1, -0.1]],
  "mulliken_charge": [1.82, -1.22, 1.33, -1.02, -0.85, 0.59, -1.26, -1.01, -0.29, -0.99, -0.60, -0.68, 1.27, -0.36, -1.10, -0.47, -1.04, -0.71, -0.86, 1.33, -0.33, 0.57, -0.19, 0.56, 0.36, 0.64, 0.58, 0.30, 0.36, 0.38, 0.33, 0.34, 0.41, 0.41, 0.47, 0.37, 0.44, 0.42, 0.49, -0.21, 0.09, -0.07, 0.16, -0.06, -0.04, -0.02, -0.27, -1.95, 2.25, -2.00, -1.86, 2.16, -0.72, -2.89, 1.79, -0.16, -0.04, -1.13, 0.40, -0.23, -1.08, -0.27, -2.49, 1.05, -0.72, 0.05, -0.73, -0.96, 0.49, 0.29, 0.49, 0.50, 0.39, 0.40, 0.62, 0.20, 0.21, 0.57, 0.56, 0.98, 0.98, -1.45, 0.35, 0.52, 0.43, 0.43, 0.38, 0.36, 0.94, 0.55]
}


(2)
{
  "formula": "C34H29F5HfN2O5P",
  "method": "ωB97M-V/def2-TZVPD",
  "gap_ev": 8.1828,
  "lumo_ev": -3.6,
  "homo_ev": -11.8,
  "relative_energy_ev": 1.231,
  "charge": 1,
  "energy_ha": -2687.4711,
  "mol_weight_g_mol": 850.07,
  "elements": ["Hf", "O", "C", "O", "C", "C", "C", "C", "C", "C", "C", "C", "C", "N", "H", "H", "H", "H", "H", "H", "N", "C", "C", "C", "C", "C", "C", "P", "C", "C", "C", "C", "C", "C", "C", "C", "C", "C", "C", "C", "H", "H", "H", "H", "H", "H", "H", "H", "H", "H", "H", "H", "H", "H", "H", "H", "C", "C", "C", "O", "C", "O", "O", "H", "H", "H", "H", "H", "H", "H", "F", "C", "F", "C", "F", "F", "F"],
  "coordinates": [[0.07976, 0.17680, -0.01314], [2.96865, -2.00157, -1.95225], [2.05329, -1.26461, -1.72311], [1.86097, -0.57705, -0.60580], [0.91928, -1.09908, -2.70679], [1.05417, -1.51937, -4.03130], [-0.00855, -1.35575, -4.87153], [-1.21218, -0.79786, -4.38878], [-2.34693, -0.61867, -5.21499], [-3.49481, -0.08432, -4.70729], [-3.56099, 0.28565, -3.34765], [-2.48404, 0.11997, -2.52628], [-1.27974, -0.41572, -3.03141], [-0.19085, -0.57291, -2.21086], [1.99330, -1.95331, -4.34146], [0.05460, -1.65386, -5.91089], [-2.28254, -0.91099, -6.25541], [-4.35828, 0.05901, -5.34224], [-4.47682, 0.70560, -2.95302], [-2.56239, 0.40054, -1.48478], [-1.86265, 0.49789, 1.48836], [-3.11109, -0.20830, 1.29011], [-4.32463, 0.40604, 1.55338], [-5.50505, -0.30173, 1.38484], [-5.47357, -1.62807, 0.97390], [-4.25898, -2.23737, 0.70193], [-3.06699, -1.52936, 0.83873], [-1.44640, -2.20841, 0.38694], [-1.75294, -3.45875, -0.89439], [-2.62305, -3.19172, -1.95364], [-2.78441, -4.11452, -2.97474], [-2.07671, -5.30891, -2.95278], [-1.21858, -5.58407, -1.90006], [-1.05608, -4.66533, -0.87156], [-0.80632, -3.09614, 1.81999], [0.55363, -3.40462, 1.85134], [1.08215, -4.08681, 2.93259], [0.26158, -4.44651, 3.99399], [-1.08824, -4.12954, 3.97249], [-1.62681, -3.45631, 2.88435], [-2.03215, 1.49562, 1.59476], [-1.41056, 0.16815, 2.34218], [-4.34738, 1.43246, 1.90031], [-6.45064, 0.18157, 1.58989], [-6.39394, -2.18413, 0.86041], [-4.23097, -3.26522, 0.36150], [-3.19519, -2.27768, -1.97158], [-3.47128, -3.90138, -3.78379], [-2.20401, -6.02872, -3.75041], [-0.67543, -6.51897, -1.87021], [-0.39124, -4.89664, -0.05019], [1.20605, -3.08850, 1.04444], [2.13852, -4.31619, 2.95871], [0.68055, -4.96544, 4.84563], [-1.72543, -4.40418, 4.80238], [-2.68241, -3.21426, 2.87143], [1.59601, 2.43219, 3.43088], [1.90539, 1.52282, 2.25977], [3.33467, 1.64171, 1.77003], [0.97565, 1.81937, 1.16398], [1.58218, 0.06319, 2.62156], [2.10671, -0.47602, 3.55345], [0.66846, -0.48798, 1.83542], [1.83590, 3.46726, 3.18428], [2.19699, 2.12502, 4.28441], [0.54312, 2.36537, 3.70863], [3.57462, 2.68277, 1.54740], [3.48809, 1.03283, 0.87845], [4.00745, 1.28894, 2.54966], [1.06916, 2.68893, 0.70946], [0.95998, 1.88350, -1.52778], [0.11418, 2.95136, -1.07148], [-1.05805, 1.99220, -0.64977], [-0.47403, 3.52950, -2.35969], [0.44146, 4.31716, -2.92310], [-1.56265, 4.24845, -2.07053], [-0.82699, 2.59717, -3.27016]],
  "forces_ev_per_angstrom": [[0.2, 0.3, 0.6], [0.1, 0.2, 0.0], [0.0, -0.2, 0.0], [-0.2, -0.3, -0.1], [-0.3, 0.0, 0.1], [0.0, 0.0, 0.0], [-0.1, 0.0, 0.0], [0.1, 0.0, 0.0], [0.0, 0.0, 0.0], [0.0, 0.0, -0.1], [0.0, 0.0, 0.1], [0.0, 0.0, 0.0], [0.1, -0.1, 0.0], [-0.1, 0.1, -0.1], [0.0, 0.0, 0.0], [0.0, 0.0, 0.0], [0.0, 0.0, 0.0], [0.0, 0.0, 0.0], [0.0, 0.0, 0.0], [0.0, 0.0, 0.1], [0.0, -0.1, -0.2], [0.0, -0.1, 0.0], [0.0, 0.0, 0.0], [0.0, 0.0, 0.0], [0.0, 0.0, 0.0], [0.0, 0.0, 0.0], [0.0, 0.0, 0.0], [0.2, 0.2, -0.1], [0.0, 0.0, -0.1], [0.1, -0.1, 0.0], [0.0, 0.0, 0.0], [0.0, 0.0, 0.0], [0.0, 0.0, 0.0], [0.0, 0.0, 0.0], [-0.1, 0.0, 0.1], [0.0, 0.0, 0.0], [0.0, 0.0, 0.0], [0.0, 0.0, 0.0], [0.0, 0.0, 0.0], [0.0, 0.0, 0.0], [0.0, 0.0, 0.0], [0.0, 0.0, 0.0], [0.0, 0.0, 0.0], [0.0, 0.0, 0.0], [0.0, 0.0, 0.0], [0.0, 0.0, 0.0], [-0.1, 0.1, 0.0], [0.0, 0.0, 0.0], [0.0, 0.0, 0.0], [0.0, 0.0, 0.0], [0.0, 0.0, 0.0], [0.0, 0.0, 0.0], [0.0, 0.0, 0.0], [0.0, 0.0, 0.0], [0.0, 0.0, 0.0], [0.0, 0.0, 0.0], [0.0, 0.0, 0.0], [0.0, 0.0, 0.0], [0.0, 0.0, -0.1], [-0.1, -0.2, -0.2], [0.0, 0.1, 0.0], [0.0, 0.0, 0.0], [0.0, 0.0, -0.2], [0.0, 0.0, 0.0], [0.0, 0.0, 0.0], [0.0, 0.0, 0.0], [0.0, 0.0, 0.0], [0.0, 0.0, 0.0], [0.0, 0.0, 0.0], [-0.1, 0.1, 0.0], [0.0, 0.0, 0.0], [0.0, 0.0, 0.0], [0.2, -0.1, 0.0], [0.0, -0.1, 0.0], [0.0, 0.0, 0.0], [0.1, -0.1, 0.0], [0.0, 0.1, 0.0]],
  "mulliken_charge": [2.46, -0.61, -0.19, -0.57, 0.83, -0.97, -1.02, 1.01, -0.89, -0.99, -0.85, -0.15, 0.33, 0.85, 0.65, 0.49, 0.46, 0.43, 0.56, 0.23, -0.28, 0.10, -0.66, -0.79, -0.81, -0.36, -0.56, 1.78, 0.69, -0.40, -0.80, -0.77, -0.70, -0.81, 0.90, -0.54, -0.60, -0.78, -0.70, -0.77, 0.35, 0.40, 0.48, 0.45, 0.48, 0.55, 0.57, 0.46, 0.41, 0.46, 0.39, 0.44, 0.45, 0.40, 0.44, 0.41, -1.87, 1.75, -1.72, -0.05, 0.20, -0.60, -0.31, 0.45, 0.43, 0.35, 0.47, 0.24, 0.44, 0.33, -0.34, -0.96, -0.42, 0.99, -0.26, -0.26, -0.17]
}


(3)
{
  "formula": "C5H6O2",
  "method": "ωB97M-V/def2-TZVPD",
  "gap_ev": 10.3565,
  "smiles": "C=C=C(C=O)CO",
  "lumo_ev": 0.4,
  "homo_ev": -9.9,
  "relative_energy_ev": 2.232,
  "charge": 0,
  "energy_ha": -344.5199,
  "mol_weight_g_mol": 98.10,
  "elements": ["O", "C", "C", "C", "C", "C", "O", "H", "H", "H", "H", "H", "H"],
  "coordinates": [[-1.91521, 0.18385, -1.62855], [-1.57465, 0.06163, -0.27065], [-0.06745, 0.08937, -0.05276], [0.62037, 0.37127, 1.02954], [1.51653, 0.50653, 1.96778], [0.82937, -0.44852, -1.11070], [0.49014, -1.29243, -1.91169], [-1.54297, -0.58747, -2.08221], [-1.99793, -0.85461, 0.16725], [-2.03272, 0.91152, 0.24297], [1.82173, -0.35537, 2.55717], [1.99192, 1.46051, 2.17533], [1.86085, -0.04627, -1.08349]],
  "forces_ev_per_angstrom": [[0.0, -0.2, -0.1], [0.0, 0.0, 0.4], [0.1, 0.0, 0.1], [0.1, 0.0, 0.0], [-0.1, 0.0, -0.1], [-0.1, -0.3, -0.3], [0.0, 0.4, 0.2], [0.0, 0.2, 0.0], [0.1, 0.1, -0.1], [0.1, -0.1, 0.0], [-0.1, 0.1, 0.0], [-0.1, -0.1, 0.0], [-0.1, -0.2, 0.0]],
  "mulliken_charge": [-0.54, -0.42, 0.56, 0.10, -0.84, -0.08, -0.53, 0.34, 0.22, 0.33, 0.25, 0.25, 0.37]
}


(4)
{
  "formula": "C5H7NO",
  "method": "ωB97M-V/def2-TZVPD",
  "gap_ev": 10.8360,
  "smiles": "C=C(C)C#N.C=O",
  "lumo_ev": 0.7,
  "homo_ev": -10.2,
  "relative_energy_ev": 1.935,
  "charge": 0,
  "energy_ha": -324.6533,
  "mol_weight_g_mol": 97.12,
  "elements": ["C", "C", "C", "C", "O", "C", "N", "H", "H", "H", "H", "H", "H", "H"],
  "coordinates": [[1.71582, 0.72501, 1.40976], [0.00189, 1.34318, -0.30727], [0.68610, 0.41121, 0.35873], [-2.19112, -1.33092, -1.34303], [-2.34827, -0.15015, -1.54490], [0.51679, -0.99822, 0.08896], [0.43424, -2.14472, -0.06352], [1.40323, 0.38997, 2.40427], [1.89209, 1.80265, 1.43324], [2.65537, 0.21996, 1.16556], [0.14788, 2.38578, -0.03688], [-0.70516, 1.11729, -1.09810], [-1.39743, -1.91570, -1.83636], [-2.83340, -1.88502, -0.63382]],
  "forces_ev_per_angstrom": [[0.1, 0.1, 0.1], [0.1, -0.1, 0.1], [0.0, 0.2, -0.1], [-0.1, 0.2, -0.1], [0.0, -0.6, 0.0], [-0.1, -0.9, -0.1], [0.1, 1.1, 0.1], [0.0, 0.0, -0.2], [0.0, -0.1, 0.1], [-0.1, 0.1, 0.1], [0.0, -0.1, -0.1], [0.1, 0.0, 0.2], [-0.1, 0.1, -0.1], [0.0, 0.1, 0.0]],
  "mulliken_charge": [-1.16, -0.90, 0.92, -0.20, -0.45, 0.13, -0.48, 0.28, 0.34, 0.32, 0.24, 0.35, 0.33, 0.27]
}